# C27H28NO2

A cluster of 2 separate species, C27H28NO2 in total at a distorted geometry (wB97M-V/def2-TZVPD, the OMol25 dataset).

Calculated values
Kohn-Sham gap	0.160	Ha
ΔE to the lowest compared entry with this formula, charge and spin	0.791	eV
total charge	+1
max |F|	2.94	eV Å⁻¹
HOMO energy	-9.740	eV
LUMO	-5.384	eV

Last column: Löwdin charge in e.
Cartesian coordinates (Å):
C1 2.48096 1.31369 2.37981  -0.036
C2 1.15404 1.69081 1.83469  -0.300
C3 -0.05549 1.52347 2.46689  -0.074
C4 -1.05875 2.00992 1.62188  -0.081
C5 -0.46173 2.47159 0.47260  -0.299
C6 -1.16407 3.06401 -0.69073  -0.044
N1 0.90394 2.27637 0.60514  -0.060
C7 1.92477 2.63246 -0.37930  0.000
H1 2.37732 0.86757 3.37096  0.082
H2 2.97904 0.58453 1.73809  0.082
H3 3.12936 2.18654 2.47492  0.077
H4 -0.19633 1.08897 3.44355  0.094
H5 -2.11658 2.02910 1.82968  0.087
H6 -2.24267 3.08263 -0.52147  0.078
H7 -0.83692 4.09040 -0.86668  0.077
H8 -0.98079 2.48297 -1.59647  0.083
H9 1.46743 3.08087 -1.25945  0.084
H10 2.62422 3.34692 0.05232  0.091
H11 2.47318 1.74300 -0.68593  0.095
C8 1.69612 9.21051 4.74474  -0.076
O1 0.66315 9.28297 3.79822  -0.033
C9 -0.14875 8.16078 3.79933  -0.191
C10 -1.24247 8.12340 2.92394  0.031
C11 -2.08289 7.04957 2.88508  0.012
C12 -1.88105 5.92425 3.71491  -0.178
C13 -2.82206 4.86928 3.63573  0.127
C14 -2.95978 3.66104 4.35777  -0.186
C15 -3.99629 2.78084 3.96653  0.003
C16 -4.18612 1.58730 4.59798  0.036
C17 -3.35866 1.19066 5.65640  -0.159
O2 -3.63438 0.00197 6.37252  0.020
C18 -4.17244 0.15623 7.68083  -0.217
C19 -5.51520 -0.15039 7.89948  -0.008
C20 -6.10483 0.08207 9.11951  -0.071
C21 -5.36353 0.62172 10.15161  -0.077
C22 -4.02440 0.90782 9.96525  -0.071
C23 -3.43554 0.68206 8.74296  -0.023
C24 -2.31933 2.04334 6.04587  0.025
C25 -2.14016 3.25021 5.43703  0.025
C26 -0.74231 5.95136 4.55331  0.028
C27 0.07572 7.04142 4.61543  0.012
H12 2.29485 10.11910 4.68793  0.108
H13 1.25802 9.12730 5.74140  0.105
H14 2.33026 8.34968 4.52343  0.102
H15 -1.40142 8.96361 2.27474  0.131
H16 -2.92720 7.05168 2.21619  0.128
H17 -3.57781 5.01637 2.88139  0.128
H18 -4.65039 3.07403 3.15988  0.129
H19 -4.99182 0.93618 4.31238  0.132
H20 -6.07403 -0.56555 7.08082  0.118
H21 -7.14081 -0.17660 9.27093  0.112
H22 -5.82316 0.79726 11.10785  0.107
H23 -3.43495 1.28084 10.78718  0.111
H24 -2.39046 0.88430 8.60075  0.101
H25 -1.65951 1.71771 6.83040  0.119
H26 -1.39702 3.90374 5.84390  0.096
H27 -0.45779 5.08951 5.11899  0.098
H28 0.91241 7.03770 5.29202  0.110


# C27H29AsCl2F6I2N2O2P2V

A structure of composition C27H29AsCl2F6I2N2O2P2V (wB97M-V/def2-TZVPD, the OMol25 dataset).

Calculated values
Kohn-Sham gap (alpha / beta)	0.263 / 0.272	Ha
ΔE to the lowest compared entry with this formula, charge and spin	0.000	eV
total charge	0
spin multiplicity	4
max |F|	0.60	eV Å⁻¹
⟨S²⟩	3.760
HOMO energy (alpha / beta)	-7.194 / -7.576	eV
LUMO (alpha / beta)	-0.034 / -0.180	eV

Last column: Mulliken spin population.
Cartesian coordinates (Å):
V1 -0.12231 0.64011 0.15060  2.699
C1 3.48149 1.01729 -0.08175  0.016
P1 2.85678 -0.62513 0.27428  0.022
C2 4.11862 -1.39738 1.30092  0.001
C3 2.93006 -1.43063 -1.36101  -0.019
C4 3.95485 -2.34496 -1.60119  0.000
C5 4.14432 -2.88931 -2.86086  0.000
C6 3.31245 -2.51436 -3.90219  0.000
C7 2.28241 -1.61875 -3.66673  -0.004
C8 2.06436 -1.07258 -2.40452  0.009
P2 0.60022 0.01281 -2.13408  0.076
C9 -0.70665 -0.96113 -2.95514  0.015
C10 0.87475 1.35962 -3.33775  0.010
H1 4.44941 0.90981 -0.57424  -0.001
H2 3.57750 1.58000 0.84547  0.000
H3 2.80960 1.56892 -0.73727  0.003
H4 3.90026 -2.45195 1.47188  0.000
H5 4.08368 -0.87348 2.25726  0.000
H6 5.11170 -1.29124 0.86839  0.000
H7 4.61006 -2.65161 -0.79842  0.000
H8 4.94052 -3.60322 -3.02539  0.000
H9 3.45725 -2.92452 -4.89301  0.000
H10 1.63269 -1.34662 -4.48911  0.000
H11 -0.84144 -1.90105 -2.41993  0.003
H12 -0.46404 -1.15635 -3.99919  -0.002
H13 -1.64345 -0.40488 -2.91532  0.001
H14 1.17147 0.97554 -4.31414  -0.001
H15 1.63085 2.05144 -2.96943  0.002
H16 -0.05976 1.91355 -3.44398  -0.001
I1 -3.08110 -3.63851 0.42656  0.001
C11 -3.52183 -1.72357 -0.23334  0.020
C12 -4.83051 -1.42362 -0.65165  -0.007
C13 -5.17007 -0.17825 -1.10112  0.016
I2 -7.13570 0.17509 -1.69674  0.000
C14 -4.18607 0.84584 -1.15485  -0.021
C15 -4.41150 2.16179 -1.62255  0.026
C16 -3.38804 3.06275 -1.65003  -0.011
C17 -2.11698 2.67441 -1.19507  0.089
N1 -1.87020 1.46575 -0.74031  -0.065
C18 -2.88164 0.53947 -0.72223  0.051
C19 -2.51059 -0.77435 -0.24105  0.009
O1 -1.29359 -0.99796 0.12911  -0.044
H17 -5.57811 -2.20439 -0.61391  -0.001
H18 -5.40211 2.43931 -1.95754  0.001
H19 -3.53462 4.07360 -2.00298  0.000
H20 -1.29124 3.37298 -1.18963  0.003
F1 0.90555 2.81121 -0.57753  0.013
As1 0.95263 4.03801 0.74303  0.008
F2 2.63459 4.22968 0.44940  0.000
F3 1.26786 2.69247 1.81032  0.008
F4 0.97137 5.14267 2.04805  0.000
F5 -0.75339 3.72445 0.98610  0.008
F6 0.55296 5.24161 -0.41502  0.001
C20 -2.59729 1.54424 3.92985  0.000
C21 -2.42899 1.29597 2.44897  0.018
O2 -1.07523 0.91747 2.15501  0.005
H21 -3.63563 1.79153 4.15402  0.000
H22 -1.97640 2.38071 4.25846  0.000
H23 -2.31907 0.65747 4.50034  0.000
H24 -2.69457 2.18088 1.86458  0.001
H25 -3.04612 0.46108 2.11997  0.003
H26 -0.48642 1.54621 2.60066  0.005
Cl1 1.55763 0.28923 3.98888  0.000
C22 0.99515 -1.23807 3.37941  -0.040
C23 0.50685 -2.15252 4.29561  0.002
C24 0.11216 -3.40888 3.86547  0.000
C25 0.23910 -3.73898 2.52850  0.003
C26 0.72661 -2.80391 1.63057  -0.031
Cl2 0.90761 -3.31216 -0.02285  0.001
C27 1.09241 -1.51002 2.00586  0.062
N2 1.49820 -0.50009 1.11380  0.040
H27 0.45273 -1.87223 5.33817  0.000
H28 -0.27499 -4.13107 4.57085  0.000
H29 -0.03901 -4.71723 2.16270  0.000


# C27H29BClF4N2O5Sr

A structure of composition C27H29BClF4N2O5Sr (wB97M-V/def2-TZVPD, the OMol25 dataset).

Calculated values
Kohn-Sham gap	0.324	Ha
ΔE to the lowest compared entry with this formula, charge and spin	0.000	eV
total charge	-1
max |F|	0.29	eV Å⁻¹
HOMO energy	-6.284	eV
LUMO	2.523	eV

Last column: Löwdin charge in e.
Cartesian coordinates (Å):
Sr1 -0.22612 0.17072 -0.08142  1.707
C1 3.94482 -2.19615 3.62910  -0.058
C2 3.57932 -0.76092 3.28385  -0.189
N1 4.74665 0.04330 2.90366  -0.048
C3 5.54241 0.60077 3.99207  -0.210
C4 5.30492 2.09558 4.14641  -0.073
C5 5.27711 0.11570 1.65905  -0.421
O1 6.38041 0.60545 1.44128  0.053
C6 4.44368 -0.36820 0.51018  -0.103
C7 5.00033 -1.21715 -0.43163  0.006
C8 4.22929 -1.62115 -1.50669  -0.043
C9 2.92928 -1.15454 -1.60328  -0.123
N2 2.39753 -0.30206 -0.72743  0.024
C10 3.14792 0.07794 0.30630  -0.096
H1 3.05549 -2.74055 3.94726  0.082
H2 4.68918 -2.23918 4.42793  0.067
H3 4.34055 -2.70469 2.74872  0.077
H4 3.11620 -0.26114 4.13649  0.129
H5 2.83617 -0.75951 2.49842  0.080
H6 6.59645 0.40651 3.79399  0.115
H7 5.26458 0.07066 4.90402  0.112
H8 5.60100 2.61505 3.23495  0.064
H9 5.88968 2.49348 4.97778  0.071
H10 4.25025 2.30379 4.33528  0.075
H11 6.02493 -1.54653 -0.31372  0.123
H12 4.61931 -2.29796 -2.25422  0.103
H13 2.28300 -1.48352 -2.40895  0.117
H14 2.68260 0.77663 0.99452  0.095
C11 1.96552 8.38515 1.60114  -0.064
C12 1.64770 6.93917 1.32453  -0.278
C13 0.36182 6.53992 0.98682  -0.016
C14 0.06174 5.21236 0.69584  -0.199
C15 -1.33864 4.81004 0.31618  -0.028
C16 1.08025 4.26470 0.76339  -0.064
C17 2.37674 4.63473 1.11793  -0.194
C18 3.46936 3.60125 1.20714  -0.029
C19 2.64467 5.97166 1.38462  -0.016
C20 0.76817 2.82446 0.44354  -0.673
O2 0.44749 2.53830 -0.73700  -0.106
O3 0.83040 1.97685 1.37926  -0.125
H15 1.05455 8.97214 1.71966  0.068
H16 2.54017 8.82409 0.78211  0.076
H17 2.55927 8.49288 2.51052  0.073
H18 -0.43180 7.27966 0.94490  0.108
H19 -2.02738 5.64552 0.44064  0.072
H20 -1.69217 3.97836 0.93008  0.091
H21 -1.37334 4.47234 -0.72018  0.086
H22 3.26695 2.89185 2.01177  0.070
H23 4.43622 4.06933 1.39165  0.076
H24 3.54288 3.02647 0.28032  0.090
H25 3.65623 6.26293 1.65105  0.112
Cl1 -8.98440 1.26022 -1.10721  0.624
C21 -7.26871 1.00032 -0.90465  -0.673
C22 -6.48223 0.77835 -2.02268  -0.108
C23 -5.12121 0.57407 -1.85296  -0.014
C24 -4.55626 0.59129 -0.58441  -0.129
C25 -5.36554 0.81486 0.52186  -0.013
C26 -6.72820 1.02191 0.37006  -0.107
C27 -3.06807 0.38004 -0.40681  -0.662
O4 -2.37162 0.19284 -1.43974  -0.135
O5 -2.60830 0.41470 0.76213  -0.122
H26 -6.93304 0.76850 -3.00560  0.099
H27 -4.47393 0.40014 -2.70190  0.116
H28 -4.90526 0.82512 1.50071  0.117
H29 -7.36764 1.19790 1.22422  0.099
F1 0.75268 -1.35437 1.79866  0.024
B1 0.76283 -2.60049 1.09606  -1.258
F2 2.07825 -2.97006 0.84901  0.140
F3 0.04884 -3.55457 1.78244  0.154
F4 0.11217 -2.29133 -0.15341  -0.020